Entry 1:
{"formula": "C31H32MoN2O5S2Sb", "method": "wB97M-V/def2-TZVPD", "symbols": ["Sb", "Mo", "S", "S", "O", "O", "O", "O", "O", "N", "N", "C", "C", "C", "C", "C", "C", "C", "C", "C", "C", "C", "C", "C", "C", "C", "C", "C", "C", "C", "C", "C", "C", "C", "C", "C", "C", "C", "C", "C", "C", "C", "H", "H", "H", "H", "H", "H", "H", "H", "H", "H", "H", "H", "H", "H", "H", "H", "H", "H", "H", "H", "H", "H", "H", "H", "H", "H", "H", "H", "H", "H", "H", "H"], "coordinates": [[-1.12679, 0.88057, -0.45343], [0.32761, -2.46193, 0.71477], [-1.03969, -1.88953, -0.97813], [0.55121, -4.83243, 0.17597], [0.96311, -2.20713, 2.88437], [3.12451, -2.46283, 1.19127], [-0.35489, -0.87603, 1.76327], [4.24121, 3.26277, 2.45347], [3.66511, 2.31097, 4.46557], [-0.84739, -6.80493, -0.78743], [-2.06959, -4.88593, -0.34333], [-0.19959, 2.82167, -0.02843], [-2.72789, 1.28497, -3.08893], [2.97801, 1.69217, 1.03317], [-1.81769, 1.25427, -5.31023], [-4.08389, 0.23907, 0.08117], [-0.55099, 1.04227, -4.79323], [2.26901, 0.50857, 3.52667], [0.64691, 4.41107, 1.54267], [0.79641, -1.10433, 2.32287], [2.12731, 0.59047, 1.09867], [-5.38629, 0.47527, 0.48857], [0.16971, 3.63927, -1.08013], [2.80131, -2.45473, -1.19673], [0.04671, 3.19017, 1.28257], [4.52371, -2.30543, 0.98737], [3.43041, 2.19597, 2.23017], [1.78141, 0.00987, 2.31327], [-3.44809, 2.43007, 0.84587], [-0.92559, -5.55323, -0.36193], [-1.95279, -7.59533, -1.28333], [3.08651, 1.61017, 3.45627], [-3.12259, 1.22267, 0.25107], [4.44641, 3.31687, 3.85217], [-0.37399, 0.95177, -3.42443], [2.27301, -2.52323, 0.19977], [-1.45969, 1.08717, -2.57223], [-4.74989, 2.65707, 1.26027], [1.01901, 5.23887, 0.49587], [0.78041, 4.85427, -0.81303], [-5.71779, 1.68317, 1.08157], [-2.90389, 1.36567, -4.46013], [4.15321, 4.30467, 4.23187], [0.29641, 0.94087, -5.45423], [-3.89339, 1.51397, -4.86423], [0.05731, -7.24353, -0.69403], [2.01081, 0.04427, 4.46227], [-3.81149, -0.70493, -0.37673], [0.83271, 4.71177, 2.56297], [-1.56599, -8.53323, -1.67073], [1.07581, 5.49537, -1.63063], [-2.01909, -3.87573, -0.18843], [1.97711, -2.50753, -1.91253], [-2.90929, -5.27673, -0.74303], [-6.73059, 1.86657, 1.40767], [-0.02989, 3.34287, -2.10173], [-1.95919, 1.32107, -6.37743], [-6.14349, -0.28253, 0.35087], [3.24741, 2.15637, 0.09777], [3.35091, -1.52063, -1.34503], [1.76441, 0.13957, 0.17647], [0.61341, 0.77057, -3.01333], [-2.46629, -7.07543, -2.09493], [1.50331, 6.18177, 0.69877], [5.51091, 3.14987, 4.07997], [-3.57589, 1.37877, -2.42443], [4.73591, -1.33863, 0.52447], [-2.69449, 3.19467, 0.97617], [4.92481, -3.11583, 0.37347], [-0.23569, 2.53257, 2.09667], [4.97151, -2.34213, 1.97687], [-2.66749, -7.81593, -0.48723], [3.49381, -3.27923, -1.38833], [-5.00739, 3.59617, 1.72727]], "lumo_energy_ev": [-3.5, -4.3], "s2": 2.065, "multiplicity": 3, "homo_ev": [-9.65, -10.26], "total_charge": 1}

Entry 2:
{"formula": "C31H33BN10O4V", "method": "wB97M-V/def2-TZVPD", "symbols": ["V", "O", "O", "O", "O", "N", "N", "N", "N", "N", "N", "N", "N", "N", "N", "C", "C", "C", "C", "C", "C", "C", "C", "C", "C", "C", "C", "C", "C", "C", "C", "C", "C", "C", "C", "C", "C", "C", "C", "C", "C", "C", "C", "C", "C", "C", "B", "H", "H", "H", "H", "H", "H", "H", "H", "H", "H", "H", "H", "H", "H", "H", "H", "H", "H", "H", "H", "H", "H", "H", "H", "H", "H", "H", "H", "H", "H", "H", "H", "H"], "coordinates": [[0.17262, 0.29357, -0.03333], [1.88021, -0.51304, 0.32058], [0.06302, 0.74860, 1.81690], [6.60801, -0.52065, 4.34707], [5.14817, 0.55074, 5.51596], [5.49518, -0.03613, 4.50043], [-2.67414, -0.27798, -2.25086], [-1.83832, -0.67300, 0.65425], [-3.43998, -2.70550, -2.08222], [-1.03557, -2.13776, -1.82214], [0.60961, 1.72508, -0.72003], [-2.70334, -1.43258, -0.05291], [-1.64948, 0.59565, -2.18592], [0.06240, -1.58652, -1.26192], [-3.98366, -2.66286, -3.31857], [4.00740, -0.88076, 1.20285], [-3.60280, -1.16947, 1.94522], [3.26977, 0.37096, 3.57316], [-3.75387, 0.28175, -2.82509], [-0.00908, 4.03211, -1.09320], [-3.63009, -3.92369, -1.52211], [0.74991, 2.89396, -1.44097], [0.86852, 5.20150, -3.02760], [2.31809, 0.27623, 2.53946], [4.93132, -0.78127, 2.23290], [1.76776, 0.64378, -3.61034], [3.44848, 1.33079, -1.83574], [-2.36990, -0.52008, 1.86267], [2.71419, -0.37369, 1.32208], [1.61811, 2.94258, -2.55214], [-0.07744, 3.97032, 1.42055], [-4.34328, -4.69478, -2.40584], [-3.77682, -1.72716, 0.69850], [-2.09430, 3.16074, 0.10696], [-0.89374, 4.10754, 0.13604], [-0.68022, -3.18262, -2.58886], [1.02077, 0.78156, 2.71369], [4.53773, -0.15047, 3.40660], [-4.53521, -3.84662, -3.51229], [2.53037, 1.80037, -2.96529], [0.05687, 5.15726, -1.90640], [1.10293, -2.29578, -1.67931], [-2.09429, 1.71538, -2.73815], [0.68844, -3.32303, -2.52940], [1.65069, 4.09843, -3.32493], [-3.42388, 1.57530, -3.16355], [-2.47604, -1.62830, -1.57386], [-4.67180, -5.71014, -2.27525], [0.39253, 2.99139, 1.48205], [-1.79478, 2.11704, 0.18408], [2.08815, -2.02114, -1.34874], [5.93196, -1.17279, 2.14032], [1.02132, 0.22820, -2.93722], [-4.04341, 2.30391, -3.65541], [4.27433, -1.35642, 0.26795], [-4.59617, -2.29419, 0.29460], [-5.05207, -4.04823, -4.43616], [3.00943, 0.85199, 4.50525], [4.03642, 2.16338, -1.44586], [-3.22431, -4.15949, -0.55372], [-0.54128, 6.02140, -1.64029], [-4.65663, -0.28090, -2.97630], [1.24678, 0.97903, -4.50896], [-0.72198, 4.09183, 2.29394], [2.88165, 0.89304, -1.01369], [-2.75144, 3.37593, 0.95283], [-1.44676, 2.57186, -2.82072], [0.76275, 1.24840, 3.66341], [1.29516, -4.05733, -3.02768], [2.31296, 4.12405, -4.18300], [0.90329, 6.08645, -3.64987], [-1.30183, 5.12450, 0.12601], [0.70255, 4.73331, 1.46034], [-1.83935, 0.05358, 2.59935], [4.14052, 0.57232, -2.20952], [2.45870, -0.15441, -3.89218], [-4.26874, -1.22191, 2.78784], [3.17525, 2.22432, -3.74375], [-2.66755, 3.28007, -0.81390], [-1.41949, -3.74899, -3.12770]], "lumo_energy_ev": [2.5, 2.6], "s2": 2.075, "multiplicity": 3, "homo_ev": [-3.01, -5.19], "total_charge": -1}

Entry 3:
{"formula": "C31H33BrFeN5O4Sb2", "method": "wB97M-V/def2-TZVPD", "symbols": ["Sb", "Sb", "Br", "Fe", "O", "O", "O", "O", "N", "N", "N", "N", "N", "C", "C", "C", "C", "C", "C", "C", "C", "C", "C", "C", "C", "C", "C", "C", "C", "C", "C", "C", "C", "C", "C", "C", "C", "C", "C", "C", "C", "C", "C", "C", "H", "H", "H", "H", "H", "H", "H", "H", "H", "H", "H", "H", "H", "H", "H", "H", "H", "H", "H", "H", "H", "H", "H", "H", "H", "H", "H", "H", "H", "H", "H", "H", "H"], "coordinates": [[-2.56880, -1.16940, 1.09430], [-0.20310, -0.23320, -2.75430], [0.79920, -2.93350, 3.93560], [0.15530, -0.14870, -0.02310], [0.39830, -0.84440, 2.13200], [1.41050, 1.10640, 2.39040], [1.25350, -2.21960, -0.69220], [-0.93160, -2.28570, -0.96140], [-1.26670, 3.63150, 1.51450], [0.85450, 2.28360, -1.11720], [2.56570, 0.48020, -0.02410], [-1.24000, 1.37840, 0.64250], [-2.66990, 5.52950, 2.08660], [-2.31630, 0.12690, -3.29450], [4.89650, 2.69670, -1.85300], [0.65270, -1.44630, 6.32500], [0.01730, 3.20400, -1.52450], [0.72560, 1.05390, 5.14040], [-4.85070, -2.16490, -1.64860], [4.06710, 3.73000, -2.20570], [-3.91330, -1.13840, -1.76450], [1.75360, 4.63310, -2.31610], [0.59790, -0.30900, 7.10810], [-2.05700, 4.58980, 1.80360], [-5.07220, -3.07850, -2.65710], [0.72790, -1.32720, 4.94590], [4.40850, 1.58650, -1.15810], [-3.47050, -1.92830, -3.99670], [-3.71830, -0.26330, -0.59700], [-3.23470, -0.99570, -2.98750], [-3.89530, -2.87950, 1.49140], [3.07530, 1.49590, -0.80100], [-0.04510, -1.97720, -4.05420], [2.17400, 2.49550, -1.27750], [-3.65000, 0.01940, 2.58380], [2.68570, 3.64340, -1.93990], [0.86970, 0.07980, 2.83700], [0.18640, -2.83020, -0.83050], [0.45970, 1.14430, -4.33780], [0.77440, -0.08050, 4.33680], [0.41900, 4.41950, -2.09490], [-1.30410, 2.46120, 1.09480], [-4.35810, -2.97430, -3.83910], [0.62790, 0.94310, 6.51480], [5.08680, 0.80340, -0.84640], [0.18980, 0.77570, -5.32090], [-4.50910, -3.68320, -4.64230], [5.95250, 2.74620, -2.08400], [2.10640, 5.53990, -2.78870], [0.00910, 2.11920, -4.19180], [-4.67390, -0.01170, -0.14130], [-3.36060, -0.31670, 3.57510], [-3.74670, -3.64350, 0.73770], [-3.62800, -3.28640, 2.46250], [4.45460, 4.60910, -2.70060], [-0.67630, -2.76820, -3.66170], [-1.03430, 2.98610, -1.39200], [-2.94020, -1.81350, -4.93390], [3.25450, -0.22330, 0.20940], [1.53720, 1.26040, -4.29420], [0.76370, 2.01770, 4.65500], [0.63600, -2.42800, 6.77260], [0.98560, -2.31950, -4.07850], [-4.72470, -0.09020, 2.47210], [-0.32580, 5.15110, -2.37070], [-4.93580, -2.57440, 1.51110], [-0.35810, -1.71410, -5.06170], [2.07880, 0.82080, 0.83360], [0.58210, 1.82910, 7.12930], [-2.61160, 1.04670, -2.79260], [-5.79660, -3.86980, -2.52450], [-3.16540, 0.64330, -0.82010], [0.21510, -3.94550, -0.87140], [-5.41900, -2.23490, -0.73280], [-3.37620, 1.06270, 2.47570], [0.52720, -0.40330, 8.18210], [-2.29930, 0.30780, -4.37090]], "lumo_energy_ev": [2.1, 2.1], "s2": 6.010, "multiplicity": 5, "homo_ev": [-4.94, -4.96], "total_charge": -1}

| no. | electronic energy (eV) |
| --- | --- |
| 1 | -75939.8539 |
| 2 | -82141.5891 |
| 3 | -165830.7697 |